{"formula": "C47H58F22N2O18", "method": "ωB97M-V with the def2-TZVPD basis set", "symbols": ["H", "F", "H", "H", "H", "F", "C", "C", "C", "F", "C", "C", "C", "H", "H", "C", "H", "H", "H", "F", "H", "O", "C", "O", "H", "H", "C", "F", "O", "C", "H", "H", "O", "F", "H", "H", "H", "O", "O", "C", "H", "H", "O", "H", "H", "C", "F", "H", "C", "C", "O", "C", "F", "H", "N", "F", "F", "H", "H", "H", "H", "H", "H", "C", "F", "H", "C", "C", "C", "C", "O", "C", "C", "H", "F", "H", "H", "C", "H", "H", "H", "C", "H", "C", "C", "F", "H", "C", "C", "C", "C", "O", "C", "H", "F", "H", "C", "C", "H", "C", "F", "C", "F", "F", "O", "H", "O", "H", "C", "F", "C", "O", "O", "H", "H", "H", "N", "H", "C", "H", "F", "H", "H", "C", "F", "H", "O", "F", "C", "O", "C", "F", "H", "C", "O", "C", "H", "H", "C", "O", "H", "H", "C", "C", "C", "H", "H"], "positions_angstrom": [[-5.678, 4.097, -6.201], [7.722, -5.678, 7.163], [3.186, 1.558, 4.171], [-4.401, 2.883, -8.701], [4.887, -2.388, 10.741], [-6.631, -4.895, -9.595], [3.661, -1.778, 1.016], [-0.077, -4.125, -7.173], [4.830, 9.655, 4.876], [-1.734, -2.595, 0.870], [7.015, 3.096, 1.625], [6.126, -5.793, 8.925], [-7.938, -1.165, -6.163], [-5.315, -4.627, 3.446], [4.094, -3.352, 8.596], [-6.819, 1.655, -2.294], [-9.338, -2.507, -7.132], [-6.359, 0.001, 0.048], [-7.091, -0.540, -6.441], [-5.585, -5.508, -7.808], [3.104, 9.934, 3.597], [-7.696, 1.795, -1.495], [-5.348, -3.575, 3.724], [-3.003, -4.273, 2.570], [5.758, -1.220, 4.627], [6.202, -2.394, 9.551], [5.515, 1.354, 0.961], [-3.074, -1.035, 1.528], [-7.697, -4.312, -6.628], [-7.060, 1.610, -3.815], [-0.422, -3.212, -10.490], [6.170, -3.602, 10.831], [-5.730, 4.963, -9.806], [1.249, -3.374, -5.365], [-5.658, 2.404, -0.160], [6.662, 3.616, 2.523], [-8.868, -1.120, -8.104], [-5.523, 1.552, -2.057], [5.927, 1.198, 4.237], [-5.240, 5.648, -8.959], [7.615, 2.241, 1.929], [-3.563, 3.203, -7.187], [-7.483, -2.599, -8.079], [1.663, -2.497, 3.612], [2.975, -1.512, -0.994], [6.961, -6.530, 7.859], [-3.710, -2.461, 0.021], [-3.701, -3.666, 5.117], [4.805, 3.646, 0.841], [0.376, -1.940, -0.883], [2.289, 7.751, 4.492], [-8.505, -1.852, -7.385], [-6.349, 0.634, -4.393], [5.822, 9.206, 4.818], [5.919, 2.711, 0.729], [1.912, 0.023, 4.327], [4.399, 5.507, 3.048], [-4.922, 0.309, 1.027], [1.973, 2.431, 5.859], [-0.103, -0.965, -0.987], [-6.388, -3.258, 3.707], [-4.866, 2.001, -7.240], [-6.516, 3.836, -7.725], [5.545, -3.025, 10.150], [1.418, -5.458, -5.921], [3.164, 1.645, 6.874], [2.389, 1.464, 6.133], [-1.315, -3.459, -9.913], [3.309, -2.038, 2.330], [4.890, -0.842, 4.070], [0.052, -4.733, -8.342], [4.109, 9.517, 3.554], [-4.738, -3.336, 5.087], [-8.698, -0.543, -5.696], [2.421, 5.134, 3.828], [3.746, 0.563, 1.953], [4.285, 9.154, 5.675], [-4.534, 2.965, -7.622], [4.935, 10.708, 5.137], [5.161, -2.711, 3.096], [1.627, 0.832, 6.585], [3.146, 5.979, 3.099], [4.702, -1.612, 0.767], [2.947, 0.774, 4.884], [3.124, -1.602, 6.579], [2.295, -3.924, -7.174], [7.673, 3.787, 1.095], [1.250, -4.216, -6.393], [-4.734, 7.082, -9.216], [-3.008, -2.325, 1.154], [4.730, -3.935, 9.259], [4.048, 8.138, 3.131], [2.690, -1.734, 0.028], [6.428, -0.178, 2.714], [-6.692, 2.769, -4.384], [-4.785, -0.506, -0.537], [3.099, 7.402, 3.686], [-6.109, -4.462, -8.439], [3.938, 3.332, 0.259], [4.310, -2.127, 3.459], [-4.606, 7.308, -10.518], [-5.543, 4.038, -7.277], [7.754, -7.432, 8.425], [6.149, -7.160, 7.000], [5.871, 0.484, 0.211], [-1.494, -2.638, -9.219], [5.607, 1.521, 6.419], [-4.066, 1.885, -0.691], [5.297, 0.975, 5.408], [2.653, 5.971, 1.853], [-5.117, 1.608, -0.671], [-4.692, -2.782, 2.710], [-1.061, -3.605, -6.737], [4.084, -4.594, 9.838], [4.453, 1.991, 2.665], [-4.756, -2.273, 5.331], [4.092, -0.870, 6.427], [5.119, 4.620, 0.465], [-7.197, -3.790, -7.578], [4.492, 3.789, 1.872], [-3.548, 7.291, -8.634], [-2.165, -3.529, -10.591], [-0.968, -5.582, -9.871], [4.165, -0.087, 5.196], [-5.604, 7.970, -8.717], [4.651, 10.035, 2.765], [5.577, -4.713, 8.389], [-5.120, -3.609, -8.725], [1.961, -2.284, 2.592], [2.175, -2.219, 6.848], [-3.549, -3.262, 2.247], [-8.345, 1.413, -4.090], [-1.999, -5.010, -8.567], [-5.303, 0.271, 0.011], [5.992, -6.187, 10.045], [4.692, 1.037, 2.203], [-0.418, -2.664, -0.760], [-7.586, -1.892, -5.432], [1.342, -1.970, 0.283], [-5.078, 5.343, -7.681], [-0.027, -2.454, 1.910], [-5.296, -3.881, 5.847], [0.980, -2.244, 1.611], [5.553, 0.238, 3.209], [-1.128, -4.764, -9.172], [0.892, -2.207, -1.803], [3.873, -2.730, 4.256]], "mulliken_charge": [0.206, -0.242, 0.196, 0.343, 0.385, -0.266, -0.324, 0.328, -1.118, -0.261, -0.871, 0.302, -0.877, 0.324, -0.004, 0.231, 0.349, 0.345, 0.233, -0.243, 0.325, -0.522, -0.248, -0.541, 0.411, 0.295, -0.509, -0.288, -0.517, 1.040, 0.348, 0.372, -0.508, -0.234, 0.341, 0.248, 0.350, -0.304, -0.402, 0.309, 0.367, 0.326, -0.317, 0.361, 0.398, 0.905, -0.323, 0.317, -0.817, -1.251, -0.526, -0.440, -0.275, 0.308, -0.032, -0.379, -0.298, 0.379, 0.364, 0.232, 0.317, 0.284, 0.325, -1.184, -0.261, 0.414, -1.585, -1.156, 0.780, -0.231, -0.308, -0.215, -1.099, 0.385, -0.236, 0.797, 0.319, -1.063, 0.384, 0.639, 0.391, 1.216, 0.445, 0.270, 0.680, -0.249, 0.344, 0.938, 0.920, 1.216, 0.054, -0.307, -0.907, 0.807, -0.271, 0.280, 0.132, 0.950, 0.322, -2.184, -0.239, -0.058, -0.239, -0.248, -0.508, 0.301, -0.586, 0.332, -0.063, -0.293, -0.366, -0.270, -0.531, 0.359, -0.084, 0.303, -0.695, 0.397, 0.325, 0.071, -0.245, 0.378, 0.309, 1.400, -0.252, 0.313, -0.259, -0.251, -0.689, -0.524, 0.110, -0.252, 0.316, -0.972, -0.512, 0.063, 0.271, 0.321, 0.871, -0.336, 0.589, 0.377, -0.566, 0.249, -0.184, 0.422, 0.495], "smiles": "Cc1ccc(C[C@H]2[C@@H](CC(=O)N(C)C)OC(=O)[C@@]2(N=C=O)[C@H](C)F)cc1.CCOC(=O)C(F)(F)F.CCOC(=O)C(F)(F)F.CCOC(=O)C(F)(F)F.CCOC(=O)C(F)(F)F.CCOC(=O)C(F)(F)F.CCOC(=O)C(F)(F)F.CCOC(=O)C(F)(F)F", "lumo_energy_ev": 0.3, "homo_lumo_gap_ev": 9.078, "fmax_ev_per_a": 1.94, "charge": 0, "multiplicity": 1, "e_homo_ha": -0.3225}